Record 1
{"formula": "C16H33BrClINP2S", "method": "ωB97M-V/def2-TZVPD", "symbols": ["C", "C", "C", "C", "C", "P", "Cl", "Br", "C", "C", "C", "I", "P", "S", "H", "H", "H", "H", "H", "H", "H", "H", "H", "H", "H", "H", "H", "H", "H", "C", "C", "C", "N", "C", "C", "C", "C", "C", "H", "H", "H", "H", "H", "H", "H", "H", "H", "H", "H", "H", "H", "H", "H", "H", "H", "H"], "coordinates": [[-0.1668, -3.5860, 2.9619], [0.3052, -2.8831, 1.8135], [0.7753, -2.0372, 0.4486], [1.7529, -0.7459, 0.8597], [3.1990, -1.3691, 1.3513], [3.5217, -1.0100, 3.2386], [3.4280, -3.1490, 3.5552], [3.5598, 1.1976, 2.7097], [1.9655, -0.8679, 4.3340], [1.9513, 0.4003, 5.3712], [0.7665, 1.4308, 4.9017], [1.2943, -0.4167, 7.3381], [5.5955, -1.0469, 3.9119], [6.5092, -2.3883, 2.7707], [-0.2311, -4.1579, 4.0046], [-0.1552, -1.7020, -0.1931], [1.4783, -2.7610, -0.1749], [1.8764, -0.0213, -0.0577], [1.1649, -0.1676, 1.6916], [3.3285, -2.5229, 1.0918], [4.0324, -0.7332, 0.7861], [1.9339, -1.8571, 5.0015], [0.9432, -0.8548, 3.7485], [2.9922, 0.8932, 5.5757], [0.7560, 1.4177, 3.7080], [-0.3174, 1.0456, 5.2163], [0.9423, 2.5567, 5.2048], [6.3218, 0.1989, 3.7023], [5.7106, -1.5487, 5.2633], [-3.4183, 0.3110, -5.8844], [-2.4506, -0.3633, -4.9248], [-2.8118, -0.2753, -3.4435], [-2.8018, 1.1386, -2.8018], [-4.2392, 1.6295, -2.6512], [-2.1549, 1.0532, -1.4018], [-0.6713, 1.1497, -1.6932], [-0.5789, 2.1899, -2.7891], [-1.9271, 2.2037, -3.4915], [-3.5851, 1.3655, -5.6565], [-3.0283, 0.2523, -6.9074], [-4.3883, -0.1892, -5.8582], [-1.4321, 0.0086, -5.0935], [-2.4133, -1.4259, -5.1937], [-2.0983, -0.8944, -2.8861], [-3.8039, -0.7087, -3.2622], [-4.7767, 0.9271, -2.0114], [-4.6925, 1.6802, -3.6437], [-4.2284, 2.6211, -2.1891], [-2.4984, 1.9176, -0.8213], [-2.4632, 0.1258, -0.9089], [-0.2813, 0.1912, -2.0533], [-0.0919, 1.4280, -0.8083], [0.2358, 1.9643, -3.4839], [-0.3744, 3.1801, -2.3648], [-1.8485, 2.0275, -4.5623], [-2.4115, 3.1778, -3.3491]], "forces_ev_per_angstrom": [[4.08, 4.96, -7.70], [-3.11, -4.25, 7.20], [0.61, -0.69, 0.86], [-1.09, -1.02, 0.28], [0.68, 0.88, -1.45], [-3.26, -1.65, -1.36], [0.35, -0.58, 0.55], [0.31, 1.57, 0.00], [-0.94, -0.39, 2.37], [-0.82, 0.37, -0.74], [-0.11, 0.22, -1.25], [0.46, 0.41, -0.70], [3.01, -1.60, -0.77], [-0.26, 0.85, 0.23], [0.14, 1.59, -2.98], [1.79, -0.80, 1.48], [-1.86, 1.34, 1.23], [-0.13, -1.58, 1.75], [1.41, -0.97, -1.53], [-0.40, 2.69, 0.75], [-1.66, -1.60, 1.25], [0.19, 2.26, -1.78], [2.32, -0.10, 0.75], [-2.18, -0.91, -0.55], [0.14, 0.14, 2.50], [2.57, 0.87, -0.41], [-0.40, -2.45, -0.30], [-1.22, -0.53, 0.73], [-0.63, 0.99, -0.45], [-0.12, 0.03, -0.17], [0.12, 0.23, -0.08], [0.37, -0.20, -0.06], [-0.39, 0.22, 0.56], [0.59, -0.12, -0.22], [-0.09, -0.13, -0.30], [0.15, -0.44, 0.29], [0.68, 0.50, -0.23], [-0.36, 0.08, -0.13], [0.03, 0.00, -0.06], [-0.17, 0.01, 0.22], [0.00, 0.04, -0.06], [-0.10, -0.07, 0.14], [0.03, 0.09, 0.31], [-0.12, 0.33, 0.00], [0.16, 0.34, 0.01], [0.08, 0.07, -0.15], [0.04, -0.04, 0.21], [0.05, -0.24, -0.12], [-0.04, -0.18, -0.21], [-0.10, 0.23, -0.15], [-0.09, 0.05, 0.14], [-0.18, -0.12, -0.08], [-0.15, 0.07, 0.12], [-0.04, -0.21, -0.13], [-0.22, -0.16, 0.20], [-0.13, -0.43, -0.02]], "mulliken_charge": [-0.4860, -0.0697, -0.2625, 0.2537, -0.9852, 0.2900, -0.3331, -0.3236, -0.6858, -0.3580, -0.8034, 0.0119, 0.0544, -0.3227, 0.3418, -0.0152, 0.3612, 0.2096, -0.0654, 0.5229, 0.3689, 0.5307, 0.2118, 0.4648, 0.1328, 0.3453, 0.2932, 0.1579, 0.1490, -1.2288, -0.5908, -0.2173, 0.3110, -1.1115, -0.9748, -0.1400, -0.8556, -0.5298, 0.3240, 0.3568, 0.3491, 0.3000, 0.4366, 0.1359, 0.3843, 0.4009, 0.3673, 0.4598, 0.4431, 0.3838, 0.2417, 0.4891, 0.3290, 0.3189, 0.2913, 0.3368], "fmax_ev_per_a": 10.03, "orbital_gap_ev": 7.5, "e_homo_ev": -10.1, "total_charge": 1}

---

Record 2
{"formula": "C16H33ClHgP2", "method": "ωB97M-V/def2-TZVPD", "symbols": ["P", "P", "C", "C", "H", "H", "H", "H", "C", "H", "H", "H", "C", "H", "H", "H", "C", "H", "H", "H", "C", "H", "H", "H", "Hg", "C", "C", "C", "C", "C", "C", "C", "C", "C", "H", "H", "H", "H", "H", "H", "H", "H", "H", "H", "H", "H", "H", "H", "H", "Cl", "C", "H", "H"], "coordinates": [[1.0423, 0.7870, -4.5226], [-1.6996, -0.9824, -4.7568], [0.3699, -0.0678, -6.1106], [-1.1294, 0.1250, -6.1199], [0.6594, -1.1329, -6.0177], [0.8595, 0.3669, -6.9933], [-1.4098, 1.1779, -5.8990], [-1.5959, -0.2240, -7.0513], [-0.7453, -2.5735, -4.5753], [-1.2639, -3.2984, -3.9246], [0.2593, -2.4282, -4.1456], [-0.6658, -3.0266, -5.5723], [-3.2209, -1.5679, -5.5567], [-2.8414, -1.9555, -6.5160], [-3.8772, -0.7058, -5.7601], [-3.7506, -2.3696, -5.0144], [2.7720, 0.7175, -5.3321], [3.4551, 1.4584, -4.8873], [2.7274, 0.9046, -6.4185], [3.2297, -0.2585, -5.1928], [0.9779, 2.4676, -5.3264], [0.1641, 3.1006, -4.9831], [0.8696, 2.3313, -6.4115], [1.9177, 3.0166, -5.1860], [-1.2435, 0.4681, -3.1320], [3.5814, -0.9802, -2.6247], [4.7211, -0.9836, -3.2922], [5.9333, -0.1398, -3.1337], [5.7429, 1.1658, -2.3348], [4.7035, 2.0379, -2.9496], [3.4304, 2.2270, -2.5690], [2.6589, 1.3540, -1.6373], [3.1340, -0.1492, -1.4311], [-1.5068, 1.2194, -1.1404], [2.8235, -1.7300, -2.9117], [4.8945, -1.7476, -4.0601], [6.3364, 0.1437, -4.1185], [6.7458, -0.7180, -2.6734], [5.4942, 0.9391, -1.2927], [6.6649, 1.7769, -2.3835], [5.0053, 2.6153, -3.8259], [2.8755, 3.0478, -3.0192], [1.6239, 1.3022, -2.0066], [2.5316, 1.7833, -0.6361], [3.8861, -0.1814, -0.6261], [2.2614, -0.6887, -1.0089], [-2.5814, 1.3108, -0.9343], [-1.0127, 2.1363, -0.7976], [-1.1004, 0.3173, -0.6335], [-2.8701, -2.2305, -0.3454], [-3.0234, -2.1450, -1.9719], [-2.4071, -2.8190, -2.5166], [-3.8579, -1.5706, -2.3423]], "forces_ev_per_angstrom": [[2.56, 0.48, -3.70], [-0.91, -1.62, -1.29], [0.37, 0.16, 0.75], [0.07, -1.37, -0.77], [-0.18, 0.50, -0.41], [-0.08, -0.14, 0.43], [-0.02, -0.74, -0.18], [0.18, 0.35, -0.07], [0.22, 0.23, -0.51], [-0.08, 0.66, -0.32], [-0.38, 0.12, -0.24], [0.18, 0.01, 0.15], [-0.40, -0.10, 0.23], [-0.34, 0.01, 0.23], [0.14, -0.44, 0.12], [0.22, 0.50, -0.09], [0.82, -0.50, 0.35], [-0.51, -0.52, -0.19], [-0.33, 0.04, 0.45], [0.00, -0.04, -0.02], [-0.69, 0.83, 0.14], [-0.16, 0.12, 0.06], [-0.03, 0.03, 0.32], [-0.30, -0.21, 0.25], [-1.28, 1.20, 3.90], [-0.94, -0.14, 0.36], [0.65, -0.63, -0.37], [0.74, 0.92, 0.32], [0.06, -0.19, -0.24], [-1.16, 0.91, 0.03], [1.00, -0.37, 0.11], [-0.40, -1.04, 0.51], [-0.31, 0.42, 0.42], [0.35, -0.16, -0.02], [0.49, 0.32, -0.03], [-0.47, 0.13, 0.17], [-0.25, -0.19, 0.03], [-0.15, -0.08, -0.01], [0.23, 0.20, -0.21], [-0.19, -0.57, 0.33], [0.32, 0.13, 0.30], [-0.03, -0.23, -0.17], [0.28, 0.08, 0.04], [0.23, 0.08, -0.04], [-0.14, 0.02, -0.39], [0.39, 0.40, -0.13], [0.33, -0.24, -0.13], [0.07, -0.35, -0.29], [-0.39, 0.65, 0.18], [0.29, -0.10, 3.38], [0.45, 1.38, -3.07], [-0.36, -0.50, -0.41], [-0.15, -0.45, -0.29]], "mulliken_charge": [0.5546, 0.7490, -1.1012, -1.1318, 0.4164, 0.6611, 0.3379, 0.4456, -1.0602, 0.4166, 0.1379, 0.4196, -1.2494, 0.4515, 0.3379, 0.3843, -1.3801, 0.0738, 0.6135, 0.3105, -1.4773, 0.2712, 0.4678, 0.4668, 0.4392, 0.2137, -0.6937, -0.5236, -1.0878, -0.3576, -0.4820, 0.1898, -1.1887, -1.2228, 0.2865, 0.3662, 0.3319, 0.4020, 0.3535, 0.4153, 0.4413, 0.4772, -0.2791, 0.4870, 0.4244, 0.4396, 0.3677, 0.2901, 0.2545, -0.2440, -0.4567, -0.0256, 0.2657], "fmax_ev_per_a": 4.53, "orbital_gap_ev": [4.8, 4.8], "e_homo_ev": [-4.6, -4.6], "total_charge": 0}